(1)
A structure of composition C17H21NO11P2RuSi2. Source: the Open Molecules 2025 dataset; level of theory: ωB97M-V/def2-TZVPD.

Multiplicity: 5
E in eV: -78909.211
HOMO level (spin up / spin down) in eV: -2.745 / -3.462
Gap between HOMO and LUMO (spin up / spin down) in eV: 6.797 / 6.925
Net charge: -2
Relative energy (zero: lowest compared OMol25 entry of this formula, charge and spin) in kcal/mol: 19.4

Element x y z (Å)
1 Ru 0.1448 -0.0419 -0.2234
2 C -0.6432 1.4950 2.8822
3 Si 0.2180 -0.0503 2.2676
4 C -0.6722 -1.5509 2.9531
5 C 1.9192 -0.0773 3.0820
6 C 2.1301 -0.0783 4.4669
7 C 3.4127 -0.0939 4.9850
8 C 4.5080 -0.1073 4.1217
9 C 4.3068 -0.1086 2.7536
10 C 3.0111 -0.0992 2.2201
11 Si 2.5909 -0.1241 0.3855
12 C 3.2407 -1.7499 -0.2775
13 C 3.5557 1.3085 -0.3551
14 H -0.5829 1.5068 3.9748
15 H -1.6942 1.5195 2.6000
16 H -0.1674 2.3930 2.4882
17 H -0.5832 -1.5251 4.0439
18 H -0.2293 -2.4793 2.5925
19 H -1.7308 -1.5644 2.7006
20 H 1.2852 -0.0640 5.1477
21 H 3.5661 -0.0943 6.0582
22 H 5.5140 -0.1180 4.5257
23 H 5.1698 -0.1175 2.0947
24 H 4.3231 -1.7872 -0.1194
25 H 3.0295 -1.8699 -1.3382
26 H 2.7665 -2.5743 0.2566
27 H 4.6038 1.0016 -0.4337
28 H 3.4940 2.1654 0.3200
29 H 3.2103 1.5972 -1.3435
30 O 2.2752 0.1155 -3.2270
31 P 0.8189 0.8251 -3.3660
32 O 0.4868 0.9799 -4.7889
33 O -0.0919 0.0822 -2.3981
34 O 1.1376 2.2433 -2.6504
35 P 0.2019 3.0506 -1.5991
36 O 1.1836 4.2901 -1.2818
37 O -1.0594 3.5299 -2.1716
38 O 0.1701 2.1844 -0.3352
39 H 2.6775 0.0976 -4.1097
40 H 2.0101 3.9608 -0.8965
41 O -6.9210 -0.4746 0.8307
42 C -6.1698 -1.4458 0.6124
43 O -6.4208 -2.6638 0.5753
44 C -4.6700 -1.0787 0.4431
45 C -4.2449 0.2489 0.4943
46 C -2.8976 0.5546 0.4044
47 N -1.9815 -0.4087 0.2718
48 C -2.3725 -1.6939 0.1519
49 C -3.6987 -2.0621 0.2432
50 C -1.2536 -2.7348 -0.0957
51 O -1.5484 -3.9187 -0.0923
52 O -0.0902 -2.2203 -0.2798
53 H -4.9882 1.0258 0.6126
54 H -2.5185 1.5686 0.4407
55 H -3.9881 -3.0997 0.1691

(2)
A cluster of 2 separate species, C17H22BrF3N4O2 in total at a distorted geometry. Source: the Open Molecules 2025 dataset; level of theory: ωB97M-V/def2-TZVPD.

E in eV: -106238.266
HOMO level in eV: -9.060
SMILES: CC[C@H](C)[C@H](NC(C)=O)C(=O)NC.FC(F)(F)c1cc(Br)c2nc[nH]c2c1
Gap between HOMO and LUMO in eV: 9.359
Net charge: 0

Element x y z (Å)
1 O 1.2341 3.9571 -4.3264
2 O -0.1036 -0.8089 -5.0212
3 F -1.4018 1.1133 8.3991
4 F -2.0695 2.0479 6.5173
5 F 0.0583 2.1543 7.1063
6 Br -0.2299 -0.8642 2.2725
7 N 0.0898 -3.4779 4.3148
8 C 0.7297 2.8481 -4.2610
9 C 0.9138 -0.2633 -4.6065
10 C 0.1595 -4.2906 5.3433
11 C -0.6501 0.1457 4.9319
12 C -0.5717 -1.1442 6.9838
13 C -0.3693 -0.9991 4.1772
14 C -0.1932 -2.2197 4.8401
15 C -0.2941 -2.2829 6.2234
16 C -0.7593 0.0954 6.3371
17 N -0.0665 -3.6055 6.5255
18 N 2.0351 -0.2167 -5.3369
19 N 1.2862 1.9281 -3.4695
20 C -0.5150 2.5496 -5.0717
21 C -1.0508 1.3704 7.1102
22 C 2.1891 -0.8395 -6.6507
23 C -1.7523 1.2646 -0.4631
24 C -0.3332 -1.1640 -1.8584
25 C -0.3899 1.2692 -1.1687
26 C -0.3165 0.2921 -2.3708
27 C 0.9352 0.5064 -3.2703
28 H 0.3664 -5.3547 5.2700
29 H -0.7831 1.0879 4.4073
30 H -0.6393 -1.2264 8.0647
31 H -0.0628 -4.0161 7.4551
32 H 2.8116 0.3076 -4.9662
33 H 2.0736 2.2792 -2.9476
34 H -0.2947 1.8064 -5.8339
35 H -1.3080 2.1954 -4.4190
36 H -0.8414 3.4671 -5.5587
37 H 3.0103 -0.3718 -7.1954
38 H 2.3930 -1.9051 -6.5318
39 H 1.2686 -0.7231 -7.2279
40 H -2.5433 1.4663 -1.1866
41 H -1.9362 0.3036 0.0154
42 H -1.7670 2.0418 0.3016
43 H -1.2591 -1.3687 -1.3231
44 H 0.5103 -1.3427 -1.1908
45 H -0.2821 -1.8649 -2.6913
46 H 0.3948 1.0327 -0.4487
47 H -0.2366 2.2923 -1.5096
48 H -1.2078 0.4467 -2.9794
49 H 1.7685 0.0809 -2.7119

(3)
A cluster of 2 separate species, C17H22Cl4F7N2O3 in total at a distorted geometry. Source: the Open Molecules 2025 dataset; level of theory: ωB97M-V/def2-TZVPD.

Multiplicity: 2
E in eV: -96207.688
HOMO level (spin up / spin down) in eV: -9.356 / -10.299
Gap between HOMO and LUMO (spin up / spin down) in eV: 8.076 / 9.018
Net charge: 0
Relative energy (zero: lowest compared OMol25 entry of this formula, charge and spin) in kcal/mol: 269.8

Element x y z (Å)
1 C 0.0471 -1.3429 2.7974
2 C -0.2732 -2.2454 1.4252
3 C -0.2988 -3.8172 1.9568
4 C 1.0120 -2.0704 0.4305
5 C 0.7637 -1.1165 -0.8825
6 C 0.6208 0.4361 -0.2759
7 C 0.6322 1.5978 -1.4276
8 C -0.8933 2.2805 -1.4977
9 C -1.0007 3.7172 -0.7163
10 F -2.4355 4.1647 -0.8721
11 F -0.1808 4.7817 -1.3457
12 C -0.7780 3.5919 0.9290
13 F -1.7139 2.6271 1.5730
14 F 0.6451 3.3388 1.2522
15 F -1.1210 4.9524 1.4759
16 N 1.9273 -1.0781 -1.8407
17 C 2.2710 -2.4118 -2.4459
18 O 1.5865 -3.5516 -2.3685
19 F 3.5194 -2.4557 -3.2965
20 C 3.2148 -0.5964 -1.1841
21 O 4.0298 -1.4582 -0.5255
22 F 3.7153 0.8200 -1.2502
23 C -0.7005 -1.4285 -1.5887
24 C -1.8267 -2.0353 -0.5575
25 C -2.1095 -3.6272 -0.9052
26 C -3.2542 -1.2533 -0.9470
27 N -1.5903 -1.7409 0.9016
28 O -2.6362 -2.0520 1.6857
29 H -0.6860 -1.7053 3.6363
30 H 0.0226 -0.1896 2.6016
31 H 1.1385 -1.6633 3.1520
32 H -1.2715 -4.1056 2.5394
33 H -0.0740 -4.5808 1.0674
34 H 0.6275 -3.9327 2.6933
35 H 1.4256 -3.1399 0.1989
36 H 1.8621 -1.5284 1.0703
37 H 1.4405 0.6589 0.5623
38 H -0.4211 0.5460 0.2969
39 H 1.3736 2.4464 -1.0473
40 H 0.8539 1.2315 -2.5156
41 H -1.1182 2.4734 -2.6540
42 H -1.7330 1.5020 -1.1605
43 H -0.6331 -2.1933 -2.4920
44 H -1.1603 -0.4366 -2.0680
45 H -1.1700 -4.3168 -0.8004
46 H -3.0579 -4.0337 -0.3050
47 H -2.4442 -3.6567 -2.0485
48 H -3.1554 -0.1793 -0.4385
49 H -4.1966 -1.7632 -0.4771
50 H -3.3121 -1.0674 -2.1008
51 C 2.5034 6.3216 1.9579
52 Cl 3.2617 7.8051 1.3267
53 Cl 3.7321 5.0386 2.0951
54 Cl 1.8045 6.6488 3.5639
55 Cl 1.2152 5.7937 0.8460

(4)
An isolated molecule of C17H22ClN3O5S. Source: the Open Molecules 2025 dataset; level of theory: ωB97M-V/def2-TZVPD.

E in eV: -56051.818
HOMO level in eV: -8.707
SMILES: CCN1CCN(C(=O)CCS(=O)(=O)c2cc3c(cc2Cl)NC(=O)CO3)CC1
Gap between HOMO and LUMO in eV: 9.157
Net charge: 0

Element x y z (Å)
1 C -6.9047 -0.3564 -0.3972
2 H -6.9405 -1.4145 -0.6418
3 H -6.6494 0.2012 -1.2939
4 H -7.8939 -0.0536 -0.0642
5 C -5.8848 -0.0627 0.6971
6 N -4.5192 -0.1935 0.2158
7 C -4.1240 -1.5722 0.0016
8 H -4.8480 -2.0517 -0.6570
9 C -2.7457 -1.6219 -0.6640
10 N -1.7806 -0.9434 0.1675
11 C -0.6843 -1.4482 0.7627
12 O -0.0135 -0.7808 1.5359
13 C -0.2848 -2.8806 0.4209
14 C 1.2141 -3.0368 0.5704
15 H 1.5367 -4.0735 0.5286
16 H 1.5866 -2.5542 1.4698
17 S 1.9970 -2.2108 -0.8630
18 O 3.3571 -2.6533 -0.9819
19 O 1.1408 -2.4119 -2.0037
20 C 1.9613 -0.4510 -0.4800
21 C 1.0699 0.3437 -1.1751
22 C 0.9424 1.6864 -0.8603
23 C 1.7535 2.2332 0.1452
24 C 2.6488 1.4322 0.8371
25 C 2.7409 0.0822 0.5312
26 Cl 3.8204 -0.9158 1.4040
27 H 3.2653 1.8520 1.6159
28 N 1.6611 3.5977 0.4011
29 C 0.6990 4.3971 -0.1288
30 O 0.6625 5.5890 0.0562
31 C -0.3681 3.6430 -0.9138
32 H -1.1816 3.4122 -0.2059
33 O 0.0629 2.4583 -1.5557
34 H -0.7649 4.2932 -1.6964
35 H 2.3509 4.0261 1.0052
36 H 0.4790 -0.0975 -1.9608
37 H -0.5350 -3.1193 -0.6118
38 H -0.8125 -3.5631 1.0923
39 C -2.1778 0.4237 0.4368
40 C -3.5578 0.4520 1.0903
41 H -3.8622 1.4896 1.2438
42 H -3.5018 -0.0441 2.0765
43 H -1.4295 0.8669 1.0952
44 H -2.2149 0.9669 -0.5130
45 H -2.4651 -2.6574 -0.8376
46 H -2.8005 -1.1004 -1.6258
47 H -4.0886 -2.1348 0.9540
48 H -6.0713 -0.7131 1.5698
49 H -6.0128 0.9732 1.0207

(5)
A structure of composition C17H22ClN4O8Pd at a distorted geometry. Source: the Open Molecules 2025 dataset; level of theory: ωB97M-V/def2-TZVPD.

Multiplicity: 3
E in eV: -56328.542
HOMO level (spin up / spin down) in eV: -5.658 / -5.672
Gap between HOMO and LUMO (spin up / spin down) in eV: 8.041 / 8.050
Net charge: -1
Relative energy (zero: lowest compared OMol25 entry of this formula, charge and spin) in kcal/mol: 1.2

Element x y z (Å)
1 Pd -1.0546 -0.5789 0.5798
2 N -2.7474 -1.1181 -0.9569
3 C -3.7662 -1.9551 -0.3173
4 C -4.4690 -1.2007 0.8022
5 C -3.7363 -1.2217 2.1679
6 O -4.4544 -1.2404 3.1694
7 O -2.4625 -1.2042 2.1649
8 H -3.1728 -0.3445 -1.4518
9 H -2.1767 -1.6597 -1.5975
10 H -3.2631 -2.8350 0.0860
11 H -4.5083 -2.2987 -1.0485
12 H -5.4632 -1.6077 0.9776
13 H -4.5806 -0.1482 0.5154
14 C 5.6941 0.0937 -1.7920
15 C 4.8655 -0.9708 -1.1288
16 C 5.1250 -2.3164 -1.3191
17 C 4.3385 -3.2766 -0.6977
18 Cl 4.6933 -4.9594 -0.9649
19 C 3.2878 -2.9110 0.1176
20 C 3.0261 -1.5634 0.3289
21 C 3.8047 -0.5961 -0.2915
22 O 3.6089 0.7445 -0.1743
23 C 2.7237 1.1930 0.8302
24 C 1.2738 0.7193 0.6598
25 O 0.7893 0.6351 -0.4916
26 O 0.6647 0.4361 1.7218
27 H 6.4370 -0.3509 -2.4534
28 H 6.2053 0.7014 -1.0428
29 H 5.0574 0.7660 -2.3687
30 H 5.9417 -2.6196 -1.9619
31 H 2.6560 -3.6591 0.5763
32 H 2.1902 -1.2982 0.9629
33 H 2.7458 2.2808 0.7624
34 H 3.0592 0.8833 1.8229
35 O 0.0336 -2.6186 0.7672
36 N 0.1280 -3.1722 -0.3816
37 O 0.5068 -4.3373 -0.4538
38 O -0.0447 -2.4814 -1.4140
39 C -1.5837 4.5479 -1.7173
40 C -1.8869 3.5444 -0.6569
41 C -2.5757 3.6575 0.5296
42 C -2.5179 2.3819 1.1368
43 N -1.8538 1.5572 0.3468
44 N -1.4868 2.2596 -0.7356
45 C -3.0659 1.9278 2.4468
46 H -2.0400 5.5024 -1.4658
47 H -1.9733 4.2257 -2.6842
48 H -0.5065 4.6925 -1.8192
49 H -3.0521 4.5419 0.9196
50 H -0.7933 1.8420 -1.3381
51 H -3.1124 2.7602 3.1475
52 H -2.4380 1.1342 2.8492
53 H -4.0706 1.5158 2.3354

(6)
A structure of composition C17H22CoN11O10P at a distorted geometry. Source: the Open Molecules 2025 dataset; level of theory: ωB97M-V/def2-TZVPD.

E in eV: -101767.711
HOMO level (spin up / spin down) in eV: -6.170 / -6.169
Gap between HOMO and LUMO (spin up / spin down) in eV: 6.593 / 6.569
Net charge: -1

Element x y z (Å)
1 Co 1.1604 -0.2860 0.2269
2 N 4.0841 -1.9225 0.3046
3 C 3.9375 -0.9143 -0.6043
4 N 4.8552 -0.5401 -1.4719
5 N 4.2940 0.4725 -2.1601
6 N 3.1029 0.7102 -1.7478
7 N 2.8430 -0.1536 -0.7484
8 C 3.1214 -2.2777 1.2022
9 N 3.2391 -3.2224 2.1133
10 N 2.0588 -3.2326 2.7629
11 N 1.2599 -2.3477 2.2878
12 N 1.9061 -1.7197 1.2892
13 H 4.9626 -2.4072 0.3353
14 C -1.9070 -4.9285 -2.0619
15 C -1.5054 -4.1488 -0.8111
16 C -2.3616 -4.5439 0.3854
17 C -0.0264 -4.3741 -0.4946
18 O -1.7960 -2.7468 -1.0181
19 P -0.8937 -1.7525 -1.8699
20 O -0.3706 -2.2681 -3.1441
21 O 0.2179 -1.2710 -0.9030
22 O -1.9685 -0.5857 -1.9718
23 C -1.8630 0.5592 -2.8509
24 C -2.3607 0.1468 -4.2338
25 C -0.4329 1.0916 -2.9507
26 C -2.7669 1.6123 -2.2212
27 H -1.6252 -5.9768 -1.9548
28 H -1.4011 -4.5031 -2.9282
29 H -2.9860 -4.8669 -2.2177
30 H -2.2217 -5.6004 0.6166
31 H -3.4149 -4.3600 0.1680
32 H -2.0735 -3.9460 1.2505
33 H 0.1594 -5.4326 -0.3128
34 H 0.2555 -3.8112 0.3957
35 H 0.5907 -4.0424 -1.3313
36 H -1.7778 -0.7038 -4.5869
37 H -2.2501 0.9766 -4.9336
38 H -3.4129 -0.1401 -4.1877
39 H 0.2338 0.3375 -3.3715
40 H -0.0667 1.3759 -1.9646
41 H -0.4131 1.9740 -3.5900
42 H -3.7869 1.2321 -2.1470
43 H -2.7665 2.5220 -2.8230
44 H -2.4046 1.8403 -1.2182
45 O -0.3534 1.3426 0.7634
46 C 0.5696 1.7408 1.5000
47 O 1.6602 1.0879 1.5549
48 C 0.4459 2.9815 2.3204
49 C -0.7518 3.6744 2.3726
50 C -0.8259 4.8226 3.1487
51 C 0.2631 5.2891 3.8611
52 C 1.4481 4.5814 3.7887
53 C 1.5557 3.4274 3.0273
54 N 2.6076 5.0647 4.5332
55 O 3.6337 4.4232 4.4570
56 O 2.4755 6.0812 5.1874
57 N -2.0810 5.5634 3.2208
58 O -2.1137 6.5606 3.9149
59 O -3.0226 5.1403 2.5821
60 H -1.6177 3.3354 1.8220
61 H 0.1953 6.1826 4.4616
62 H 2.4829 2.8763 2.9764

(7)
The ion C17H22N with charge +1 at a distorted geometry. Source: the Open Molecules 2025 dataset; level of theory: ωB97M-V/def2-TZVPD.

E in eV: -19469.548
HOMO level in eV: -12.180
SMILES: CCC[NH2+][C@H](c1ccccc1)c1ccc(C)cc1
Gap between HOMO and LUMO in eV: 9.416
Net charge: +1
Relative energy (zero: lowest compared OMol25 entry of this formula, charge and spin) in kcal/mol: 0.0

Element x y z (Å)
1 C -0.4076 -3.5713 4.3130
2 C -0.6699 -2.9897 2.9654
3 C -0.3771 -3.7449 1.8203
4 C -0.4350 -3.1566 0.5313
5 C -0.7587 -1.8033 0.4045
6 C -0.6809 -1.1394 -0.9902
7 C -2.0854 -0.6695 -1.5879
8 C -2.2340 -0.6626 -2.9986
9 C -3.2647 0.0607 -3.5887
10 C -4.2210 0.6968 -2.7854
11 C -4.2009 0.4831 -1.4002
12 C -3.1712 -0.2674 -0.8207
13 C -1.1765 -1.0818 1.5372
14 C -1.1588 -1.6946 2.8083
15 H -0.8915 -2.9720 5.0671
16 H -0.7519 -4.5978 4.3463
17 H 0.6576 -3.5677 4.5220
18 H -0.0425 -4.7732 1.9070
19 H -0.1689 -3.7344 -0.3794
20 H -0.2711 -1.8794 -1.6835
21 H -1.5017 -1.1663 -3.6183
22 H -3.2824 0.2084 -4.6622
23 H -4.9502 1.3837 -3.2179
24 H -4.9218 0.9699 -0.7414
25 H -3.1809 -0.4521 0.2655
26 H -1.4965 -0.0535 1.4109
27 H -1.4853 -1.1107 3.6598
28 C 1.9392 2.3117 -3.6933
29 C 1.6856 1.5335 -2.3861
30 C 0.4452 0.6297 -2.3943
31 N 0.2270 0.0372 -1.0563
32 H 2.7922 2.9831 -3.5797
33 H 2.1373 1.6261 -4.5218
34 H 1.0617 2.9164 -3.9328
35 H 2.6461 0.9995 -2.1217
36 H 1.5188 2.2884 -1.5684
37 H -0.4469 1.2583 -2.6527
38 H 0.5140 -0.0918 -3.2011
39 H 1.1756 -0.1283 -0.5419
40 H -0.3715 0.6635 -0.4870

(8)
An isolated molecule of C17H22N2O3 at a distorted geometry. Source: the Open Molecules 2025 dataset; level of theory: ωB97M-V/def2-TZVPD.

E in eV: -27109.404
HOMO level in eV: -8.765
SMILES: COC1CCN(C(=O)c2ccc3oc(C(C)C)nc3c2)CC1
Gap between HOMO and LUMO in eV: 9.574
Net charge: 0
Relative energy (zero: lowest compared OMol25 entry of this formula, charge and spin) in kcal/mol: 38.2

Element x y z (Å)
1 C 0.0015 3.3381 -5.6370
2 H -0.6803 2.7148 -6.2263
3 O 0.1798 2.8481 -4.3344
4 C 0.8792 1.6193 -4.2470
5 C 1.3396 1.4640 -2.7942
6 H 1.9964 0.5960 -2.7186
7 H 1.8923 2.3539 -2.4936
8 C 0.1312 1.2833 -1.8707
9 N -0.6541 0.1490 -2.2945
10 C -0.7065 -1.0524 -1.6749
11 O -1.1932 -2.0393 -2.1987
12 C -0.1768 -1.1102 -0.2730
13 C -0.7698 -0.3595 0.7309
14 C -0.2867 -0.5285 2.0195
15 C 0.7647 -1.4321 2.2789
16 C 1.3503 -2.1893 1.2830
17 C 0.8531 -2.0155 0.0052
18 H 1.2599 -2.5950 -0.8094
19 H 2.1462 -2.8843 1.4963
20 O 1.0209 -1.3817 3.6115
21 C 0.1343 -0.4717 4.0955
22 N -0.6452 0.0531 3.2143
23 C 0.1233 -0.2012 5.5597
24 C -0.0696 1.2914 5.8184
25 H -0.1193 1.4813 6.8875
26 H 0.7547 1.8632 5.3996
27 H -0.9918 1.6255 5.3519
28 C -1.0026 -1.0178 6.2041
29 H -1.9603 -0.7181 5.7862
30 H -1.0165 -0.8468 7.2776
31 H -0.8593 -2.0806 6.0227
32 H 1.0841 -0.5346 5.9655
33 H -1.5826 0.3189 0.5278
34 C -1.1493 0.2724 -3.6494
35 C 0.0122 0.4115 -4.6321
36 H 0.6294 -0.4874 -4.6008
37 H -0.3744 0.5231 -5.6455
38 H -1.7846 1.1621 -3.7056
39 H -1.7395 -0.6182 -3.8710
40 H -0.4912 2.1817 -1.9310
41 H 0.4651 1.1455 -0.8427
42 H 1.7611 1.6608 -4.9098
43 H 0.9591 3.4113 -6.1678
44 H -0.4289 4.3324 -5.5317

Q: The lowest E belongs to which entry?
A: C17H22BrF3N4O2

Q: Which of these has the lowest E?
A: C17H22BrF3N4O2

Q: The lowest E belongs to which entry?
A: C17H22BrF3N4O2